# C2H3F2NO2

A 2-piece molecular cluster, C2H3F2NO2 overall (wB97M-V/def2-TZVPD, the Open Molecules 2025 dataset).

Atoms and positions in Å:
F -1.85407 1.60734 0.07868
F 2.35612 -1.23999 0.24859
O -0.32819 -1.36360 -0.22395
O -2.40188 -0.81252 0.00472
N -1.21790 -0.57869 -0.10711
C -0.80907 0.83029 0.06714
C 0.48315 1.10987 -0.01545
H 1.15565 0.29777 -0.06468
H 0.84330 2.09472 0.06909
H 1.77288 -1.94519 -0.05703

Molar mass ... 111.0 g/mol
Total charge ... 0
2S+1 ... 1
HOMO ... -0.408 Eh
Structure (SMILES) ... C=C(F)[N+](=O)[O-].F
Energy relative to the best compared isomer or geometry (same formula, charge and spin) ... 2.565 eV
Gap between HOMO and LUMO ... 10.4 eV

The Löwdin scheme yields these atomic charges, measured in e: F 0.14; F -0.10; O 0.07; O 0.12; N -0.35; C -0.28; C 0.17; H 0.04; H 0.08; H 0.11


# C2H3F2NS

A single C2H3F2NS molecule (wB97M-V/def2-TZVPD, the Open Molecules 2025 dataset).

Atoms and positions in Å:
S 1.55646 -0.55977 0.05079
F -1.26977 -0.90541 -0.89175
F -1.39842 -0.10976 1.25778
N 1.01645 1.03347 -0.08779
C -1.22335 0.14844 -0.15563
C -0.15540 1.21564 -0.37920
H -0.51049 2.24632 -0.75932
H -2.19349 0.58915 -0.32935
H 2.97169 -0.16136 0.80526

Molar mass ... 111.1 g/mol
Total charge ... 0
2S+1 ... 1
HOMO ... -0.342 Eh
Structure (SMILES) ... FC(F)/C=N\S
Energy relative to the best compared isomer or geometry (same formula, charge and spin) ... 2.778 eV
Gap between HOMO and LUMO ... 9.5 eV

The Löwdin scheme yields these atomic charges, measured in e: S 0.70; F 0.10; F -0.03; N -0.38; C -0.44; C -0.25; H 0.15; H 0.13; H 0.02


# C2H3F2OP

A 2-piece molecular cluster, C2H3F2OP overall (wB97M-V/def2-TZVPD, the Open Molecules 2025 dataset).

Atoms and positions in Å:
P 2.00939 1.25319 -1.67000
F 2.14195 -1.40589 -0.76764
F 0.66039 -1.07092 -2.30946
O 1.14260 1.76760 -2.71310
C -0.05500 0.02792 0.11989
C 1.37542 -0.48227 -1.34722
H -0.01460 1.10511 0.18913
H -0.95471 -0.35983 -0.32219
H 0.31970 -0.49383 0.98085

Molar mass ... 112.0 g/mol
Total charge ... 0
2S+1 ... 1
HOMO ... -0.347 Eh
Energy relative to the best compared isomer or geometry (same formula, charge and spin) ... 4.357 eV
Gap between HOMO and LUMO ... 8.4 eV

The Löwdin scheme yields these atomic charges, measured in e: P 0.90; F 0.03; F 0.03; O -0.46; C 0.05; C -0.62; H 0.00; H 0.03; H 0.03


# C2H3F2OP

A single C2H3F2OP molecule (wB97M-V/def2-TZVPD, the Open Molecules 2025 dataset).

Atoms and positions in Å:
P 0.34537 -0.36999 0.41662
F -0.15913 -1.42122 2.84372
F 1.88120 -1.19828 2.17600
O -1.90253 -0.26974 -0.94187
C 0.68558 -0.53226 2.29691
C -1.05005 0.33181 -0.35068
H 1.55731 0.44769 0.09021
H -1.16752 1.43057 -0.55549
H 0.44057 -1.16789 -0.77127

Molar mass ... 112.0 g/mol
Total charge ... 0
2S+1 ... 1
HOMO (spin up / spin down) ... -0.315 / -0.315 Eh
Structure (SMILES) ... O=C[PH2]=C(F)F
Energy relative to the best compared isomer or geometry (same formula, charge and spin) ... 7.008 eV
Gap between HOMO and LUMO (spin up / spin down) ... 7.7 / 7.7 eV

The Löwdin scheme yields these atomic charges, measured in e: P 0.98; F -0.05; F -0.11; O 0.00; C -0.47; C -0.52; H 0.06; H 0.10; H 0.01


# C2H3F3IN

A single C2H3F3IN molecule (wB97M-V/def2-TZVPD, the Open Molecules 2025 dataset).

Atoms and positions in Å:
I 2.12338 -0.51387 -1.34356
F -1.77352 -0.43571 0.66010
F -1.47144 -0.89736 -1.42892
F -0.36462 -1.90167 0.20153
N 0.41578 0.98766 0.90243
C 0.27527 0.34738 -0.31618
C -0.84058 -0.72781 -0.26739
H 1.07548 1.87566 0.96548
H 0.03992 0.98419 -1.05465
H 0.52033 0.28152 1.68116

Molar mass ... 225.0 g/mol
Total charge ... 0
2S+1 ... 1
HOMO ... -0.352 Eh
Structure (SMILES) ... N[C@@H](I)C(F)(F)F
Energy relative to the best compared isomer or geometry (same formula, charge and spin) ... 0.430 eV
Gap between HOMO and LUMO ... 9.6 eV

The Löwdin scheme yields these atomic charges, measured in e: I 0.65; F 0.12; F 0.15; F 0.08; N 0.01; C -0.65; C -0.67; H 0.16; H 0.02; H 0.12


# C2H3F3IN

A 2-piece molecular cluster, C2H3F3IN overall (wB97M-V/def2-TZVPD, the Open Molecules 2025 dataset).

Atoms and positions in Å:
I 0.00161 3.49894 1.58346
F 0.28121 -0.92516 1.26955
F -1.62093 -0.86162 0.14397
F -0.22813 -2.44300 -0.11501
N 0.55487 -0.36555 -2.13256
C 0.51873 -0.28734 -0.87338
C -0.37198 -1.10460 0.05491
H -0.16960 -0.83172 -2.53267
H -0.13101 2.86955 2.97371
H 1.16522 0.45050 -0.37197

Molar mass ... 225.0 g/mol
Total charge ... 0
2S+1 ... 1
HOMO ... -0.378 Eh
Structure (SMILES) ... [H]/N=C\C(F)(F)F.I
Energy relative to the best compared isomer or geometry (same formula, charge and spin) ... 1.333 eV
Gap between HOMO and LUMO ... 10.8 eV

The Löwdin scheme yields these atomic charges, measured in e: I 0.43; F 0.06; F 0.22; F 0.12; N 0.16; C -0.11; C -0.62; H 0.02; H -0.41; H 0.11


# C2H3F3NO

A 2-piece molecular cluster, C2H3F3NO overall (wB97M-V/def2-TZVPD, the Open Molecules 2025 dataset).

Atoms and positions in Å:
F 1.21597 1.11870 -0.92684
F 0.60143 -2.38800 0.06297
F 2.30645 -0.63137 -0.29843
O -2.33291 -0.46988 -0.68621
N -0.99899 -0.32416 -0.76141
C 1.24369 0.14278 0.03591
C -0.04062 -0.65561 0.17961
H -0.80319 -0.34334 -1.78060
H -0.70618 -0.68332 1.04356
H 1.32101 0.79383 0.97136

Molar mass ... 114.0 g/mol
Total charge ... -1
2S+1 ... 1
HOMO (spin up / spin down) ... -0.096 / -0.096 Eh
Energy relative to the best compared isomer or geometry (same formula, charge and spin) ... 1.463 eV
Gap between HOMO and LUMO (spin up / spin down) ... 6.8 / 6.8 eV

The Löwdin scheme yields these atomic charges, measured in e: F 0.01; F -0.42; F 0.04; O -0.33; N -0.22; C -0.37; C -0.12; H 0.14; H 0.13; H 0.16


# C2H3F3OS

A single C2H3F3OS molecule (wB97M-V/def2-TZVPD, the Open Molecules 2025 dataset).

Atoms and positions in Å:
S 0.46461 1.47903 -0.05866
F -0.00792 1.27951 -2.61703
F -0.79759 -0.26928 -1.47652
F 1.38010 -0.16180 -1.76658
O 0.75100 -0.05310 0.86637
C 0.25154 0.52096 -1.57099
C -0.34417 -0.59108 1.57299
H -1.09544 -0.84732 0.77014
H 0.04143 -1.53500 1.96811
H -0.64356 0.17809 2.31219

Molar mass ... 132.1 g/mol
Total charge ... 0
2S+1 ... 1
HOMO ... -0.373 Eh
Structure (SMILES) ... COSC(F)(F)F
Energy relative to the best compared isomer or geometry (same formula, charge and spin) ... 0.214 eV
Gap between HOMO and LUMO ... 10.0 eV

The Löwdin scheme yields these atomic charges, measured in e: S 1.06; F 0.12; F 0.11; F 0.10; O -0.52; C -0.96; C -0.18; H 0.09; H 0.09; H 0.09


# C2H3F3S

A 2-piece molecular cluster, C2H3F3S overall (wB97M-V/def2-TZVPD, the Open Molecules 2025 dataset).

Atoms and positions in Å:
S 2.03069 -1.55286 0.00504
F -1.18241 -0.05857 1.02657
F -2.45843 -0.58565 -0.54754
F 2.44880 0.96604 0.05650
C 1.52822 0.00013 -0.37223
C -1.80388 0.46129 -0.04201
H -1.28793 0.85808 -0.82980
H -2.52640 1.19865 0.35792
H 3.25134 -1.28710 0.34556

Molar mass ... 116.1 g/mol
Total charge ... 0
2S+1 ... 1
HOMO ... -0.362 Eh
Energy relative to the best compared isomer or geometry (same formula, charge and spin) ... 3.886 eV
Gap between HOMO and LUMO ... 9.7 eV

The Löwdin scheme yields these atomic charges, measured in e: S 0.84; F 0.01; F 0.02; F -0.16; C -0.47; C -0.31; H 0.08; H 0.13; H -0.15


# C2H3F3S

A single C2H3F3S molecule (wB97M-V/def2-TZVPD, the Open Molecules 2025 dataset).

Atoms and positions in Å:
S -0.44801 -1.46102 1.16120
F 0.63182 -0.74834 -1.56758
F 0.83794 1.38279 -1.32561
F -1.58076 0.57450 -0.15748
C -0.30761 0.29053 0.42365
C 0.78595 0.19770 -0.62354
H 1.76536 0.09813 -0.09835
H -1.66834 -1.29979 1.04254
H -0.01636 0.96549 1.14516

Molar mass ... 116.1 g/mol
Total charge ... 0
2S+1 ... 1
HOMO ... -0.368 Eh
Structure (SMILES) ... FC(F)[C@@H](F)S
Energy relative to the best compared isomer or geometry (same formula, charge and spin) ... 1.394 eV
Gap between HOMO and LUMO ... 10.7 eV

The Löwdin scheme yields these atomic charges, measured in e: S 0.81; F 0.06; F 0.04; F -0.06; C -0.47; C -0.43; H 0.16; H -0.21; H 0.08


no.,E_tot (Eh)
1,-482.840310
2,-730.579893
3,-694.251773
4,-694.154344
5,-730.051551
6,-730.018383
7,-507.517615
8,-850.980025
9,-775.666566
10,-775.758130